No. 1
One molecule with the formula C16H20F2N2O2. Source: OMol25; level of theory: ωB97M-V/def2-TZVPD.

Each line ends with the Löwdin charge.
Element x y z (Å)
N  -4.823  -1.538  0.877  0.1502
O  -1.576  0.561  -0.734  0.0356
F  5.472  3.915  1.756  0.0688
F  3.535  2.349  3.081  0.1204
C  -3.741  -1.624  0.440  -0.1390
O  1.157  2.206  2.421  -0.0132
C  -1.378  -0.512  -0.075  -0.3520
C  2.385  4.367  -0.227  -0.0641
C  3.756  4.499  0.139  -0.0227
C  1.436  3.541  0.439  0.0264
C  4.210  3.803  1.251  -0.1704
C  3.274  2.989  1.956  -0.1651
C  1.964  2.878  1.575  -0.2622
N  -0.170  -0.810  0.567  0.0752
C  -2.960  -3.895  -1.360  -0.0360
C  -2.871  -1.630  -2.683  -0.0284
C  -0.799  -2.689  -1.835  -0.0407
C  -2.325  -2.499  -1.519  -0.5066
C  2.070  -0.580  1.404  -0.0102
C  0.223  1.259  1.838  -0.1230
C  -2.343  -1.757  -0.164  -0.1798
C  0.817  0.227  0.915  -0.3066
H  2.208  4.944  -1.171  0.1139
H  4.410  5.106  -0.466  0.1113
H  0.369  3.370  0.224  0.1255
H  -0.075  -1.717  0.907  0.1059
H  -3.950  -3.967  -1.753  0.0779
H  -2.897  -4.232  -0.311  0.0991
H  -2.522  -4.669  -1.936  0.0694
H  -2.227  -0.919  -3.173  0.0807
H  -3.685  -0.983  -2.360  0.0859
H  -3.216  -2.342  -3.380  0.0661
H  -0.570  -3.471  -1.151  0.0678
H  -0.537  -2.995  -2.836  0.0874
H  -0.169  -1.802  -1.610  0.0865
H  2.413  -1.278  0.602  0.0963
H  2.004  -1.114  2.354  0.0872
H  2.857  0.150  1.521  0.0597
H  -0.595  1.828  1.377  0.1213
H  -0.298  0.699  2.588  0.1290
H  -1.877  -2.386  0.577  0.1163
H  1.047  0.716  -0.066  0.1561

Atoms 1-2, force components in eV/Å:
N 2.5 -0.3 -0.9
O 0.6 -3.3 2.7

Summary:
Energy above the lowest of the compared OMol25 structures with the same formula, charge and spin ... 0.00 kcal/mol
Gap between HOMO and LUMO ... 9.543 eV
Structure (SMILES) ... C[C@H](COc1cccc(F)c1F)NC(=O)[C@@H](C#N)C(C)(C)C
HOMO energy ... -9.14 eV



No. 2
C16H20F3ORu as an isolated structure. Source: OMol25; level of theory: ωB97M-V/def2-TZVPD.

Each line ends with the Mulliken spin population.
Element x y z (Å)
Ru  0.028  -0.771  1.688  2.2463
C  1.716  0.171  2.451  0.1042
C  2.425  -0.526  1.388  -0.0742
C  2.596  0.341  0.304  0.2132
H  2.959  -1.475  1.524  0.0009
C  2.042  1.613  0.641  -0.0030
C  1.581  1.559  1.967  0.1498
H  1.134  2.382  2.540  -0.0069
H  1.837  -0.059  3.530  0.0050
H  3.194  0.187  -0.578  -0.0023
H  2.014  2.499  -0.001  0.0043
C  -1.873  0.071  1.796  -0.0587
C  -1.000  1.224  2.090  -0.0859
C  -1.130  2.156  0.992  0.2965
H  -0.861  1.561  3.126  0.0043
C  -1.931  1.585  -0.010  -0.0864
C  -2.379  0.312  0.430  0.3358
H  -3.152  -0.262  -0.052  0.0104
H  -2.436  -0.441  2.575  0.0049
H  -0.680  3.146  0.911  0.0170
H  -2.258  2.091  -0.913  0.0069
O  0.955  -2.336  0.710  0.1856
C  -0.389  0.060  -3.330  0.0445
C  0.234  -1.119  -3.070  -0.0098
C  0.481  1.268  -3.113  0.0039
C  -1.898  0.057  -3.316  -0.0009
C  0.890  -2.273  -0.623  0.6445
H  1.389  -1.177  -3.041  -0.0019
H  -0.388  -2.083  -3.015  -0.0013
H  0.262  -3.008  -1.211  0.0064
H  1.826  -2.079  -1.258  -0.0077
H  0.402  1.840  -4.052  0.0031
H  1.552  1.066  -2.945  -0.0023
H  0.016  1.863  -2.345  0.0022
H  -2.234  -0.010  -4.375  0.0040
H  -2.180  1.029  -2.943  -0.0002
H  -2.383  -0.778  -2.813  -0.0009
F  0.552  -3.012  3.682  0.0064
C  -0.470  -2.139  3.335  0.0372
F  -1.496  -2.913  2.780  0.0085
F  -0.951  -1.621  4.545  -0.0034

Atoms 1-2, force components in eV/Å:
Ru -0.2 -1.1 -0.9
C 2.0 1.4 0.5

Summary:
Energy above the lowest of the compared OMol25 structures with the same formula, charge and spin ... 83.45 kcal/mol
Gap between HOMO and LUMO (alpha / beta) ... 6.004 / 6.252 eV
Total charge ... -1
2S+1 ... 5
HOMO energy (alpha / beta) ... -2.80 / -3.50 eV



No. 3
C16H20GeNO4W as an isolated structure. Source: OMol25; level of theory: ωB97M-V/def2-TZVPD.

Each line ends with the Mulliken spin population.
Element x y z (Å)
W  -0.795  0.357  0.840  0.0369
C  0.044  1.188  2.883  -0.0022
C  -0.804  2.200  2.367  0.0089
C  -2.116  1.685  2.280  -0.0015
C  -2.094  0.351  2.792  0.0012
C  -0.763  0.067  3.188  0.0119
H  1.076  1.319  3.166  0.0021
H  -0.513  3.218  2.168  0.0037
H  -2.998  2.259  2.052  -0.0008
H  -2.958  -0.248  3.026  -0.0006
H  -0.437  -0.821  3.703  0.0044
O  1.656  3.257  -0.861  0.0621
C  1.161  2.141  -0.353  0.2159
O  -0.125  2.033  -0.166  0.0585
C  1.954  1.025  -0.065  0.0827
C  3.351  0.861  -0.215  0.3766
C  3.908  -0.360  0.121  -0.0304
C  3.126  -1.397  0.615  0.3950
C  1.736  -1.185  0.765  0.0575
N  1.163  0.003  0.389  0.1445
C  0.737  -2.044  1.250  0.2350
O  0.908  -3.256  1.751  0.0629
O  -0.484  -1.608  1.209  0.0469
H  0.931  3.843  -1.116  -0.0012
H  3.940  1.685  -0.588  0.0176
H  4.972  -0.515  0.003  -0.0015
H  3.559  -2.353  0.874  0.0225
H  1.824  -3.544  1.674  -0.0042
C  -0.274  0.723  -2.802  0.0106
Ge  -1.447  -0.479  -1.738  -0.0181
C  -2.933  -0.852  -3.003  0.0563
C  -0.509  -2.229  -1.715  0.0110
C  -2.457  0.169  -0.130  0.1430
H  -0.258  0.317  -3.813  -0.0003
H  0.748  0.751  -2.435  -0.0001
H  -0.675  1.736  -2.846  -0.0010
H  -2.501  -1.188  -3.944  0.0023
H  -3.533  0.039  -3.185  -0.0018
H  -3.576  -1.636  -2.605  -0.0015
H  -0.367  -2.517  -2.757  -0.0008
H  -1.119  -2.988  -1.226  -0.0006
H  0.468  -2.201  -1.244  -0.0032
H  -3.524  0.192  -0.308  -0.0003

Atoms 1-2, force components in eV/Å:
W -3.0 1.2 1.3
C -0.3 0.2 0.6

Summary:
Energy above the lowest of the compared OMol25 structures with the same formula, charge and spin ... 24.30 kcal/mol
Gap between HOMO and LUMO (alpha / beta) ... 5.607 / 7.761 eV
Total charge ... +1
2S+1 ... 3
HOMO energy (alpha / beta) ... -9.28 / -12.41 eV



No. 4
C16H20IN2PdSSi2 as an isolated structure. Source: OMol25; level of theory: ωB97M-V/def2-TZVPD.

Each line ends with the Löwdin charge.
Element x y z (Å)
Pd  0.653  -1.081  0.282  0.4036
C  -2.670  -0.269  1.080  -0.2427
Si  -0.856  0.029  1.579  0.4109
C  -0.726  -0.702  3.326  -0.2375
C  -0.663  1.905  1.758  -0.3146
C  -1.434  2.775  2.530  -0.1048
C  -1.144  4.132  2.565  -0.1134
C  -0.077  4.633  1.825  -0.1132
C  0.692  3.776  1.051  -0.1026
C  0.407  2.410  1.009  -0.3107
Si  1.284  1.074  -0.007  0.4101
C  3.142  1.232  0.274  -0.2253
C  0.981  1.504  -1.828  -0.2260
H  -3.363  0.212  1.779  0.0139
H  -2.892  -1.340  1.079  0.0062
H  -2.874  0.127  0.082  0.0135
H  -1.440  -0.236  4.013  0.0146
H  0.278  -0.559  3.728  0.0141
H  -0.929  -1.777  3.303  0.0106
H  -2.266  2.394  3.116  0.0939
H  -1.743  4.803  3.171  0.0892
H  0.150  5.693  1.854  0.0895
H  1.522  4.178  0.476  0.0952
H  3.508  2.245  0.081  0.0150
H  3.675  0.537  -0.381  0.0138
H  3.391  0.967  1.303  0.0205
H  1.330  2.515  -2.063  0.0171
H  -0.083  1.446  -2.066  0.0132
H  1.513  0.799  -2.472  0.0124
S  5.001  -3.233  -0.208  0.3873
C  3.456  -2.728  -0.151  -1.0216
N  2.335  -2.390  -0.129  -0.0763
I  -4.166  -3.348  -3.297  0.8244
C  -2.102  -3.202  -2.969  -0.7169
C  -1.208  -3.732  -3.883  -0.1514
C  0.143  -3.601  -3.610  -0.0543
C  0.539  -2.961  -2.444  -0.1300
N  -0.332  -2.456  -1.575  0.0254
C  -1.633  -2.567  -1.831  -0.2032
H  -1.555  -4.228  -4.779  0.0919
H  0.883  -3.997  -4.293  0.1048
H  1.580  -2.853  -2.168  0.0768
H  -2.309  -2.125  -1.109  0.0764

Atoms 1-2, force components in eV/Å:
Pd 0.0 0.2 0.0
C 0.0 0.0 0.0

Summary:
Gap between HOMO and LUMO ... 6.485 eV
Total charge ... -1
HOMO energy ... -4.51 eV



No. 5
One molecule with the formula C16H20N2O3. Source: OMol25; level of theory: ωB97M-V/def2-TZVPD.

Each line ends with the Löwdin charge.
Element x y z (Å)
O  2.835  0.588  -1.965  0.0958
O  -0.874  -0.794  -0.042  0.0737
N  2.792  -2.380  3.786  0.0617
O  1.374  1.731  -0.581  0.1434
C  1.840  0.663  -1.221  -0.4734
C  0.076  -0.023  -0.277  -0.3394
C  3.633  -2.671  2.792  -0.1214
C  1.546  -2.200  3.408  -0.1818
C  3.216  -2.728  1.394  -0.0161
C  1.030  -2.258  2.145  -0.0292
C  1.862  -2.703  1.088  -0.2103
N  1.124  -0.469  -1.018  0.1016
C  -0.850  4.148  2.389  -0.1096
C  1.226  -2.890  -0.281  -0.1214
C  1.660  -1.822  -1.284  -0.0712
C  -1.184  3.281  -1.205  -0.1769
C  -1.106  1.757  -1.142  -0.0715
C  -1.544  3.940  0.147  -0.1519
C  -0.042  2.166  1.120  -0.0620
C  0.036  1.451  -0.209  -0.3629
C  -0.322  3.650  1.066  -0.3583
H  4.750  -2.525  2.794  0.1157
H  0.721  -2.219  4.035  0.0855
H  3.996  -2.881  0.663  0.1005
H  -0.052  -2.117  2.122  0.1148
H  -1.826  3.698  2.715  0.0965
H  -0.037  4.034  3.184  0.1045
H  -1.182  5.183  2.389  0.0713
H  0.142  -2.938  -0.237  0.1035
H  1.558  -3.929  -0.514  0.1368
H  1.229  -1.894  -2.267  0.1280
H  2.768  -1.899  -1.479  0.1486
H  -1.964  3.613  -1.867  0.1009
H  -0.250  3.683  -1.649  0.1307
H  -0.783  1.410  -2.123  0.1421
H  -2.131  1.451  -0.833  0.1589
H  -1.650  4.992  0.020  0.1074
H  -2.452  3.545  0.507  0.1049
H  -0.901  1.763  1.630  0.1399
H  0.807  2.038  1.686  0.1143
H  0.625  4.251  0.810  0.1765

Atoms 1-2, force components in eV/Å:
O -1.8 1.4 1.9
O 1.2 1.7 0.6

Summary:
Energy above the lowest of the compared OMol25 structures with the same formula, charge and spin ... 90.23 kcal/mol
Gap between HOMO and LUMO ... 9.996 eV
Structure (SMILES) ... C[C@@H]1CCC[C@]2(C1)OC(=O)N(CCc1ccncc1)C2=O
HOMO energy ... -9.32 eV



No. 6
One molecule with the formula C16H20N2O4S2. Source: OMol25; level of theory: ωB97M-V/def2-TZVPD.

Each line ends with the Löwdin charge.
Element x y z (Å)
C  -0.660  2.512  5.691  -0.0822
N  -1.282  1.891  4.545  -0.2173
S  -2.652  0.962  4.864  0.6358
O  -3.609  1.100  3.811  -0.2890
O  -3.078  1.283  6.191  -0.2964
C  -2.017  -0.736  4.859  -0.0980
H  -1.490  -0.906  3.929  0.0562
H  -1.361  -0.840  5.712  0.0679
H  -2.866  -1.401  4.946  0.0696
C  -0.550  1.701  3.377  -0.2547
C  0.807  2.030  3.308  -0.0066
C  1.518  1.831  2.142  -0.0045
C  0.907  1.320  1.002  -0.1380
C  -0.444  0.991  1.069  -0.0124
C  -1.160  1.174  2.235  -0.0276
H  -2.208  0.931  2.260  0.0906
H  -0.951  0.562  0.217  0.1116
C  1.744  1.113  -0.212  -0.4551
O  2.934  0.865  -0.151  0.0651
N  1.089  1.258  -1.390  0.0475
H  0.095  1.420  -1.397  0.1037
C  1.707  0.957  -2.656  -0.2462
C  1.269  -0.404  -3.185  -0.4409
H  1.758  -0.621  -4.134  0.0808
H  1.501  -1.186  -2.461  0.0906
S  -0.542  -0.425  -3.458  0.8578
C  -0.771  -2.229  -3.726  -0.3911
C  -0.004  -2.715  -4.893  -0.3740
C  -0.247  -2.638  -6.234  -0.0273
C  0.861  -3.247  -6.871  -0.0609
C  1.695  -3.643  -5.873  -0.1216
O  1.184  -3.322  -4.673  0.0287
H  2.643  -4.144  -5.884  0.1186
H  1.010  -3.370  -7.924  0.1000
H  -1.105  -2.203  -6.703  0.1123
H  -1.842  -2.350  -3.876  0.0807
H  -0.454  -2.739  -2.816  0.0878
H  1.454  1.737  -3.379  0.1193
H  2.787  0.948  -2.488  0.1226
H  2.569  2.073  2.098  0.1217
H  1.319  2.440  4.162  0.1004
H  -1.422  2.581  6.462  0.0756
H  -0.319  3.515  5.433  0.1017
H  0.181  1.924  6.071  0.0973

Atoms 1-2, force components in eV/Å:
C 0.1 0.2 0.5
N -0.9 -0.3 0.5

Summary:
Energy above the lowest of the compared OMol25 structures with the same formula, charge and spin ... 46.36 kcal/mol
Gap between HOMO and LUMO ... 9.119 eV
Structure (SMILES) ... CN(c1ccc(C(=O)NCCSCc2ccco2)cc1)S(C)(=O)=O
HOMO energy ... -8.53 eV



No. 7
One molecule with the formula C16H20N2O4S3. Source: OMol25; level of theory: ωB97M-V/def2-TZVPD.

Each line ends with the Löwdin charge.
Element x y z (Å)
O  -6.420  -1.195  0.078  -0.2719
S  -5.125  -1.023  -0.497  0.6122
O  -4.913  -1.298  -1.879  -0.2761
N  -4.108  -1.979  0.439  -0.0522
C  -2.723  -1.932  0.358  -0.2977
C  -2.106  -1.740  -0.880  -0.0532
C  -0.728  -1.681  -0.959  -0.0406
C  0.033  -1.811  0.188  -0.2829
C  -0.565  -2.020  1.416  -0.0449
C  -1.943  -2.079  1.506  -0.0012
H  -2.422  -2.242  2.460  0.1162
H  0.062  -2.126  2.287  0.1161
S  1.816  -1.730  0.052  0.6764
O  2.268  -2.760  -0.834  -0.2690
O  2.365  -1.699  1.383  -0.2860
N  1.981  -0.266  -0.744  -0.2476
C  1.676  0.873  0.090  -0.2061
H  0.851  0.556  0.734  0.1127
C  2.831  1.392  0.953  -0.1725
H  3.241  0.564  1.530  0.1049
C  3.920  2.075  0.125  -0.2049
H  4.423  2.824  0.741  0.1063
C  4.988  1.127  -0.429  -0.1984
C  4.467  -0.230  -0.913  -0.1740
H  4.350  -0.914  -0.071  0.0976
C  3.118  -0.181  -1.637  -0.1930
H  3.032  -1.050  -2.291  0.1110
H  3.017  0.726  -2.238  0.1322
H  5.211  -0.666  -1.581  0.1149
H  5.737  0.941  0.344  0.1096
H  5.494  1.634  -1.254  0.1069
H  3.442  2.612  -0.699  0.1035
H  2.409  2.115  1.655  0.1133
H  1.311  1.676  -0.562  0.1282
H  -0.229  -1.537  -1.902  0.1236
H  -2.719  -1.653  -1.763  0.0962
H  -4.495  -2.154  1.353  0.1239
C  -4.554  0.610  -0.132  -0.6008
C  -5.058  1.450  0.813  -0.1401
C  -4.338  2.661  0.887  -0.1698
C  -3.306  2.701  0.001  -0.3801
S  -3.191  1.270  -0.944  1.0674
H  -2.603  3.496  -0.153  0.0668
H  -4.580  3.459  1.563  0.1063
H  -5.918  1.202  1.407  0.1167

Atoms 1-2, force components in eV/Å:
O 0.1 0.0 0.2
S 0.1 0.2 0.7

Summary:
Energy above the lowest of the compared OMol25 structures with the same formula, charge and spin ... 2.34 kcal/mol
Gap between HOMO and LUMO ... 9.298 eV
Structure (SMILES) ... O=S(=O)(Nc1ccc(S(=O)(=O)N2CCCCCC2)cc1)c1cccs1
HOMO energy ... -9.05 eV



No. 8
C16H20N2OOsP as an isolated structure. Source: OMol25; level of theory: ωB97M-V/def2-TZVPD.

Each line ends with the Mulliken spin population.
Element x y z (Å)
C  -0.133  0.106  -4.862  0.3457
C  -1.131  -0.894  -4.972  -0.0643
C  -0.608  -2.112  -4.445  0.4253
C  0.684  -1.853  -3.886  -0.0102
C  1.039  -0.519  -4.151  0.2711
Os  -0.567  1.643  -0.535  2.4134
P  -0.491  3.154  -2.146  0.0378
H  -0.209  1.151  -5.183  0.0065
H  -2.150  -0.768  -5.333  -0.0001
H  -1.127  -3.066  -4.457  0.0226
H  2.003  -0.050  -3.928  0.0026
H  1.290  -2.581  -3.344  -0.0006
H  -1.420  4.236  -2.011  0.0006
H  -0.827  2.706  -3.475  -0.0005
H  0.677  3.956  -2.419  0.0420
C  -0.780  0.598  3.632  -0.0113
N  -0.967  0.474  2.193  0.2001
N  -0.013  -0.065  1.417  0.0645
C  -0.504  -0.232  0.060  0.0216
O  -0.234  -1.242  -0.615  0.1683
C  -1.884  0.458  0.124  0.1368
C  -1.957  0.990  1.432  -0.1100
C  -3.113  1.622  2.141  -0.0010
C  1.147  -0.698  1.895  -0.0253
C  1.119  -1.660  2.919  0.0084
C  2.327  -2.193  3.364  -0.0011
C  3.531  -1.826  2.742  0.0042
C  3.530  -0.909  1.679  0.0009
C  2.333  -0.342  1.261  0.0145
H  -1.623  1.157  4.036  0.0024
H  0.143  1.132  3.887  0.0069
H  -0.777  -0.387  4.108  0.0089
H  -2.773  0.027  -0.314  0.0147
H  -3.552  0.967  2.918  -0.0007
H  -2.792  2.568  2.610  0.0005
H  -3.907  1.854  1.417  -0.0036
H  0.180  -1.991  3.361  0.0002
H  2.344  -2.911  4.193  -0.0001
H  4.479  -2.264  3.072  0.0003
H  4.452  -0.629  1.163  -0.0003
H  2.260  0.391  0.449  0.0086

Atoms 1-2, force components in eV/Å:
C -0.9 -1.5 0.4
C 0.9 1.3 0.0

Summary:
Energy above the lowest of the compared OMol25 structures with the same formula, charge and spin ... 35.33 kcal/mol
Gap between HOMO and LUMO (alpha / beta) ... 6.758 / 5.110 eV
Total charge ... +1
2S+1 ... 5
HOMO energy (alpha / beta) ... -10.36 / -10.24 eV



Number 4 is which compound?
C16H20IN2PdSSi2